Entry 1:
ORCA calculation (ωB97M-V/def2-TZVPD) on C7H12O4Si in the gas phase.

## Properties
- spin multiplicity = 1
- energy above the lowest of the compared OMol25 structures with the same formula, charge and spin (eV) = 2.772
- LUMO (eV) = 0.85
- HOMO level (eV) = -8.184
- molecular weight (g mol⁻¹) = 188.25
- SMILES = CO[Si](OC)(OC)c1ccco1
- Kohn-Sham gap (eV) = 9.0346

Each atom is followed by the atoms it is bonded to, with distances in Å.
Element x y z (Å)
1 C -1.2074 -0.7710 -2.7433  O2 1.393, H13 1.099, H14 1.104, H15 1.044
2 O -1.2599 -0.9379 -1.3617  C1 1.393, Si3 1.655
3 Si -0.9705 0.1435 -0.1431  O2 1.655, O4 1.627, O6 1.569, C8 2.333
4 O -1.3767 -0.4693 1.3082  Si3 1.627, C5 1.380
5 C -1.1271 -1.7330 1.8021  O4 1.380, H16 1.065, H17 1.054, H18 1.059
6 O -1.7319 1.5121 -0.2364  Si3 1.569, C7 1.396
7 C -1.9913 2.6048 0.5930  O6 1.396, H19 1.153, H20 1.034, H21 1.110
8 C 1.3457 -0.0969 -0.0061  Si3 2.333, C9 1.389, O12 1.325
9 C 2.1288 0.0471 1.1319  C8 1.389, C10 1.419, H22 1.033
10 C 3.4520 -0.0821 0.6354  C9 1.419, C11 1.373, H23 1.055
11 C 3.3584 -0.1936 -0.7296  C10 1.373, O12 1.385, H24 1.079
12 O 2.0344 -0.1825 -1.1346  C8 1.325, C11 1.385
13 H -1.9096 -1.4422 -3.2562  C1 1.099
14 H -0.1897 -1.0363 -3.0784  C1 1.104
15 H -1.5993 0.1910 -2.8442  C1 1.044
16 H -0.3107 -2.1546 1.2641  C5 1.065
17 H -1.9713 -2.2967 1.5175  C5 1.054
18 H -0.9300 -1.7479 2.8429  C5 1.059
19 H -2.5838 2.1855 1.4885  C7 1.153
20 H -2.4085 3.4400 0.1492  C7 1.034
21 H -1.0939 3.0430 1.0774  C7 1.110
22 H 1.8361 0.1391 2.1179  C9 1.033
23 H 4.3997 -0.1225 1.0971  C10 1.055
24 H 4.1067 -0.0397 -1.4916  C11 1.079


Entry 2:
ORCA calculation (ωB97M-V/def2-TZVPD) on 2 unconnected molecules or ions with the total composition C3H11NO3.

## Properties
- spin multiplicity = 1
- energy above the lowest of the compared OMol25 structures with the same formula, charge and spin (eV) = 2.150
- LUMO (eV) = 0.54
- HOMO level (eV) = -9.244
- molecular weight (g mol⁻¹) = 109.12
- SMILES = OCCNCO.O
- Kohn-Sham gap (eV) = 9.7831

Each atom is followed by the atoms it is bonded to, with distances in Å.
Element x y z (Å)
1 O 2.5896 -0.1634 0.3565  C2 1.445, H7 0.951
2 C 1.9029 -0.3986 -0.8933  O1 1.445, C3 1.559, H8 1.083, H9 1.103
3 C 0.6561 0.5237 -1.0538  C2 1.559, N4 1.484, H10 1.091, H11 1.098
4 N -0.4636 0.0583 -0.1989  C3 1.484, C5 1.463, H12 1.015
5 C -1.7139 0.8165 -0.2351  N4 1.463, O6 1.404, H13 1.099, H14 1.107
6 O -2.7644 -0.0612 0.0789  C5 1.404, H15 0.961
7 H 1.9143 -0.4003 0.9832  O1 0.951
8 H 2.6792 -0.2988 -1.6410  C2 1.083
9 H 1.4407 -1.3982 -0.8287  C2 1.103
10 H 1.0330 1.5280 -0.8569  C3 1.091
11 H 0.2393 0.3392 -2.0526  C3 1.098
12 H -0.6965 -0.9210 -0.3301  N4 1.015
13 H -1.5815 1.6099 0.5131  C5 1.099
14 H -1.8847 1.2353 -1.2455  C5 1.107
15 H -3.1978 0.3137 0.8503  O6 0.961
16 O 0.2394 -1.1802 2.2081  H17 0.954, H18 0.978
17 H -0.5671 -1.2087 2.7160  O16 0.954
18 H 0.1751 -0.3943 1.6299  O16 0.978